{"formula": "C3H7OP", "method": "ωB97M-V with the def2-TZVPD basis set", "total_charge": 0, "largest_force_ha_per_bohr": 0.09067, "mol_weight_g_mol": 90.062, "smiles": "C=C[P@H](C)=O", "total_energy_ha": -535.06645, "species": ["C", "C", "C", "O", "P", "H", "H", "H", "H", "H", "H", "H"], "xyz": [[-1.6597, -0.7743, -0.3484], [-0.4698, -1.1850, 0.0451], [0.5107, 1.4981, 0.0011], [2.1873, -0.7721, -0.4888], [1.0467, -0.2736, 0.3625], [-2.4294, -1.5139, -0.5865], [-1.7475, 0.2667, -0.5696], [-0.3997, -2.2739, 0.0963], [0.2707, 1.4668, -1.0984], [-0.0768, 1.8798, 0.7609], [1.4474, 1.8836, 0.0284], [1.3202, -0.2023, 1.7975]]}